{"formula": "C25H41BrCrN2P2", "method": "ωB97M-V/def2-TZVPD", "species": ["C", "C", "C", "C", "N", "C", "C", "C", "C", "C", "C", "C", "C", "C", "Cr", "P", "H", "H", "H", "H", "H", "H", "H", "H", "C", "C", "H", "H", "H", "H", "H", "C", "C", "H", "H", "H", "H", "H", "C", "C", "H", "H", "H", "H", "H", "Br", "P", "C", "C", "H", "H", "H", "H", "H", "C", "C", "H", "H", "H", "H", "H", "C", "C", "H", "H", "H", "H", "H", "N", "H", "H", "H"], "positions_angstrom": [[-3.906, -0.741, 2.011], [-2.628, -1.315, 1.748], [-2.605, -2.630, 1.192], [-3.802, -3.369, 1.171], [-4.974, -2.823, 1.514], [-5.045, -1.557, 1.936], [-1.480, -0.603, 2.109], [-0.567, 0.183, 2.468], [0.450, 0.515, 3.472], [1.450, 1.394, 3.033], [2.627, 1.587, 3.747], [2.801, 0.843, 4.909], [1.790, 0.057, 5.459], [0.606, -0.106, 4.730], [0.515, 1.304, 0.671], [-1.367, 0.962, -1.172], [-1.694, -3.099, 0.823], [-4.009, 0.299, 2.313], [-3.813, -4.430, 0.854], [-6.036, -1.161, 2.214], [-0.154, -0.768, 5.134], [1.370, 1.991, 2.073], [1.976, -0.414, 6.418], [3.423, 2.248, 3.412], [-0.901, 1.752, -2.784], [-1.626, 1.292, -4.043], [0.183, 1.582, -2.902], [-1.028, 2.836, -2.637], [-1.246, 1.883, -4.886], [-1.430, 0.238, -4.281], [-2.711, 1.454, -3.997], [-1.664, -0.806, -1.604], [-3.012, -1.328, -2.114], [-1.408, -1.351, -0.682], [-0.885, -1.051, -2.338], [-2.877, -2.399, -2.324], [-3.815, -1.263, -1.365], [-3.349, -0.863, -3.052], [-3.002, 1.568, -0.611], [-4.090, 1.879, -1.635], [-2.799, 2.462, 0.001], [-3.351, 0.800, 0.098], [-4.959, 2.259, -1.081], [-3.798, 2.665, -2.343], [-4.424, 0.989, -2.188], [4.519, 0.923, 5.741], [2.115, -0.158, -0.515], [1.835, -0.838, -2.183], [3.040, -1.116, -3.068], [1.161, -0.129, -2.683], [1.246, -1.757, -2.054], [2.687, -1.477, -4.039], [3.632, -0.217, -3.259], [3.695, -1.896, -2.667], [3.523, 1.018, -0.587], [4.896, 0.386, -0.473], [3.361, 1.755, 0.218], [3.416, 1.582, -1.528], [5.649, 1.182, -0.491], [5.015, -0.154, 0.473], [5.114, -0.285, -1.312], [2.381, -1.547, 0.629], [3.213, -2.681, 0.054], [1.372, -1.895, 0.906], [2.802, -1.160, 1.569], [3.368, -3.444, 0.821], [2.702, -3.164, -0.784], [4.202, -2.347, -0.274], [0.601, 3.353, 0.072], [0.733, 3.475, -0.942], [1.307, 3.895, 0.586], [-0.319, 3.730, 0.321]], "mulliken_charge": [-0.3678, 0.7923, -0.1560, -0.4913, -0.4987, -0.5160, 0.2095, -0.3456, 0.6922, -0.3357, -0.9610, 0.0075, -0.4506, -0.6324, -0.6415, 0.5293, 0.4252, 0.4803, 0.3792, 0.3902, 0.5089, 0.9942, 0.4707, 0.5084, -0.4228, -1.3775, 0.4478, 0.5197, 0.4478, 0.2533, 0.2921, 0.2254, -1.6815, -0.2294, 0.5418, 0.4409, 0.2672, 0.3112, 0.2017, -1.4478, 0.5446, -0.3649, 0.4515, 0.3313, 0.2632, -0.1140, 1.2939, -0.2073, -1.5780, 0.1084, 0.4806, 0.4523, 0.3161, 0.3058, -0.4825, -1.4021, 0.3311, 0.4017, 0.4384, 0.3285, 0.2802, -0.4126, -1.3479, 0.1937, 0.3506, 0.4469, 0.3263, 0.2566, -0.5760, 0.2277, 0.3230, 0.2518], "e_tot_ha": -5387.31496, "s_squared": 6.047, "e_homo_ev": [-13.98, -14.25], "de_lowest_kcal_mol": 0.00, "homo_lumo_gap_ev": [7.23, 7.79], "total_charge": 2, "multiplicity": 5}